Record 1
Density functional theory data (ωB97M-V/def2-TZVPD) for a structure of composition C17H28BIN2O4SSi at a distorted geometry.

strongest force on any atom	1.1	eV/A
ΔE to the lowest compared entry with this formula, charge and spin	0.000	eV
spin multiplicity	1
gap between HOMO and LUMO	8.086	eV
E_tot	-56746.650	eV

Last column: Löwdin charge in e.
Positions of all 55 atoms, in Å:
C (1.03, 0.02, 3.78)  -0.091
O (0.83, 0.10, 2.39)  -0.189
C (1.14, -1.13, 1.77)  -0.184
C (1.01, -1.00, 0.27)  -0.062
C (-0.16, -1.52, -0.40)  -0.088
C (-1.26, -2.16, 0.41)  -0.106
C (-2.45, -1.22, 0.61)  -0.230
O (-2.13, -0.29, 1.63)  -0.194
Si (-2.33, 1.34, 1.28)  0.430
C (-3.91, 1.68, 0.33)  -0.158
C (-0.91, 2.10, 0.32)  -0.137
C (-2.43, 2.20, 2.94)  -0.144
C (-0.33, -1.42, -1.77)  0.034
B (-1.59, -1.90, -2.58)  -0.600
O (-2.49, -2.87, -2.14)  0.152
O (-1.83, -1.33, -3.82)  0.004
C (-1.69, -2.30, -4.86)  -0.072
C (0.73, -0.80, -2.50)  -0.281
N (0.82, -0.64, -3.82)  -0.223
S (2.20, 0.07, -4.15)  1.043
N (2.80, 0.23, -2.67)  -0.229
C (1.90, -0.29, -1.84)  -0.287
C (2.03, -0.37, -0.42)  -0.068
C (3.23, 0.19, 0.34)  -0.135
C (4.10, 1.23, -0.37)  -0.319
C (4.84, 2.08, 0.68)  -0.641
I (4.01, 4.05, 0.77)  0.741
H (2.09, -0.06, 4.04)  0.090
H (0.61, 0.91, 4.24)  0.084
H (0.50, -0.85, 4.19)  0.093
H (0.52, -1.92, 2.17)  0.108
H (2.17, -1.41, 2.01)  0.123
H (-1.58, -3.10, -0.03)  0.116
H (-0.93, -2.41, 1.41)  0.099
H (-3.30, -1.83, 0.92)  0.129
H (-2.65, -0.72, -0.34)  0.096
H (-4.75, 1.16, 0.78)  0.035
H (-3.81, 1.29, -0.68)  0.025
H (-4.09, 2.75, 0.25)  0.034
H (-0.57, 1.51, -0.52)  0.024
H (-1.27, 3.06, -0.06)  0.036
H (-0.07, 2.31, 0.97)  0.028
H (-1.80, 1.67, 3.65)  0.017
H (-2.12, 3.24, 2.87)  0.031
H (-3.45, 2.12, 3.30)  0.028
H (-3.36, -2.52, -1.97)  0.116
H (-0.86, -2.98, -4.69)  0.092
H (-1.51, -1.76, -5.79)  0.089
H (-2.60, -2.88, -4.98)  0.087
H (3.82, -0.64, 0.71)  0.131
H (2.82, 0.68, 1.22)  0.104
H (4.85, 0.70, -0.96)  0.102
H (3.52, 1.86, -1.02)  0.052
H (5.90, 2.14, 0.49)  0.036
H (4.73, 1.62, 1.66)  0.032

Record 2
Density functional theory data (ωB97M-V/def2-TZVPD) for a cluster of 2 separate species, C17H28ClF9N2O2PS in total at a distorted geometry.

strongest force on any atom	1.1	eV/A
total charge	+1
spin multiplicity	1
gap between HOMO and LUMO	7.187	eV
E_tot	-82254.871	eV

Last column: Löwdin charge in e.
Positions of all 61 atoms, in Å:
C (3.07, -2.32, -1.60)  -0.076
C (1.95, -2.43, -2.62)  -0.243
C (0.82, -3.42, -2.21)  -0.143
C (-0.53, -2.78, -2.09)  -0.115
C (-1.24, -2.76, -0.88)  -0.109
C (-0.79, -3.36, 0.43)  -0.125
C (0.49, -2.79, 1.04)  -0.181
C (0.52, -1.26, 1.03)  -0.179
C (1.71, -0.76, 1.84)  -0.070
C (1.80, 0.76, 1.77)  -0.483
F (0.63, 1.26, 2.22)  0.124
F (1.99, 1.13, 0.49)  0.115
C (2.94, 1.29, 2.67)  -0.448
F (4.03, 0.53, 2.51)  0.135
F (2.54, 1.14, 3.93)  0.145
S (3.45, 3.10, 2.38)  0.770
F (4.88, 2.83, 3.02)  -0.121
F (4.03, 2.70, 0.96)  -0.119
F (2.03, 3.38, 1.75)  -0.136
F (2.92, 3.53, 3.80)  -0.120
F (3.84, 4.59, 2.10)  -0.096
C (-2.50, -2.15, -0.90)  0.061
N (-2.97, -1.62, -2.03)  0.071
N (-2.35, -1.61, -3.18)  0.108
C (-1.16, -2.19, -3.22)  -0.342
P (-0.33, -2.26, -4.91)  0.570
O (-1.59, -2.86, -5.73)  -0.325
Cl (-0.47, -0.28, -5.35)  0.302
H (3.72, -1.50, -1.89)  0.087
H (3.69, -3.21, -1.56)  0.089
H (2.67, -2.06, -0.62)  0.039
H (2.36, -2.74, -3.58)  0.096
H (1.53, -1.44, -2.80)  0.096
H (0.74, -4.16, -3.02)  0.118
H (1.09, -3.98, -1.33)  0.108
H (-1.60, -3.25, 1.15)  0.121
H (-0.66, -4.43, 0.27)  0.136
H (0.49, -3.10, 2.09)  0.127
H (1.41, -3.20, 0.62)  0.097
H (-0.41, -0.91, 1.47)  0.130
H (0.57, -0.92, -0.01)  0.114
H (1.58, -1.05, 2.88)  0.145
H (2.63, -1.20, 1.45)  0.127
H (-3.13, -2.10, -0.02)  0.155
H (-3.88, -1.19, -2.02)  0.189
H (-1.33, -3.66, -6.19)  0.061
C (-0.91, 3.76, 0.74)  -0.074
C (-1.96, 2.72, 0.40)  -0.288
O (-2.78, 2.34, 1.49)  -0.171
C (-3.56, 3.38, 2.07)  -0.276
C (-4.55, 4.01, 1.11)  -0.078
H (-0.34, 3.45, 1.61)  0.056
H (-0.24, 3.90, -0.10)  0.085
H (-1.36, 4.73, 0.97)  0.076
H (-1.47, 1.80, 0.08)  0.102
H (-2.58, 3.06, -0.44)  0.107
H (-2.91, 4.14, 2.51)  0.112
H (-4.10, 2.90, 2.89)  0.119
H (-4.06, 4.57, 0.32)  0.068
H (-5.21, 4.69, 1.65)  0.080
H (-5.17, 3.24, 0.63)  0.079